# 1
Entry from the Open Molecules 2025 dataset: a gas-phase ion, C4H5ClNOS (charge -1) (ωB97M-V/def2-TZVPD).

The geometry in ORCA input format:
```
! wB97M-V def2-TZVPD RIJCOSX def2/J DEFGRID3
* xyz -1 1
C 0.50 0.69 -1.09
C 0.37 -0.11 0.16
N -0.42 -1.07 0.42
O -0.19 -1.89 1.36
C -1.84 -1.27 -0.19
C -2.76 -0.24 0.00
S -2.20 1.23 0.74
Cl -4.41 -0.25 -0.59
H -0.28 0.47 -1.71
H 1.46 0.42 -1.52
H 0.69 1.79 -0.89
H 1.20 -0.12 0.83
H -1.99 -2.13 -0.83
*
```

Output
**Molar mass**: 150.61 g mol⁻¹
**Kohn-Sham gap**: 0.245 Eh
**Energy above the lowest of the compared OMol25 structures with the same formula, charge and spin**: 4.3 kcal per mole
**Electronic energy**: -1143.724541 Eh
**HOMO**: -3.10 eV



# 2
Entry from the Open Molecules 2025 dataset: a gas-phase ion, C7H14N3 (charge +1) (ωB97M-V/def2-TZVPD).

The geometry in ORCA input format:
```
! wB97M-V def2-TZVPD RIJCOSX def2/J DEFGRID3
* xyz 1 1
C 3.19 -0.12 0.19
C 1.76 -0.04 -0.14
C 1.12 -0.55 -1.21
N -0.27 -0.30 -1.07
C -0.42 0.72 0.05
C -1.16 2.15 0.01
N 0.88 0.71 0.64
C -1.09 -0.70 0.23
C -2.64 -0.87 -0.11
N -0.54 -1.63 1.10
H 3.54 0.79 -0.27
H 3.35 0.01 1.26
H 3.74 -0.91 -0.22
H 1.53 -1.18 -2.01
H -0.75 -0.22 -1.90
H -2.18 2.05 -0.21
H -1.03 2.41 1.14
H -0.59 2.87 -0.73
H 1.25 1.42 1.11
H -3.24 -0.03 -0.49
H -3.14 -1.06 0.85
H -2.91 -1.69 -0.76
H -0.29 -2.53 0.62
H -0.10 -1.31 1.92
*
```

Output
**Molar mass**: 140.21 g mol⁻¹
**Kohn-Sham gap**: 0.364 Eh
**Energy above the lowest of the compared OMol25 structures with the same formula, charge and spin**: 68.7 kcal per mole
**Electronic energy**: -439.078667 Eh
**HOMO**: -12.50 eV